A 2-piece molecular cluster, C3H6N2S2 overall at a distorted geometry, computed with ωB97M-V/def2-TZVPD.

Calculated values
Lowest unoccupied orbital energy ... -0.3 eV
Maximum force ... 3.4 eV/A
ΔE to the lowest compared entry with this formula, charge and spin ... 3.362 eV

Cartesian coordinates (Å):
C 1.355 -0.870 0.941
C -2.554 -0.066 -1.135
C 2.356 0.165 0.514
N 0.104 -0.670 0.991
N -0.987 -0.422 1.050
S -1.338 0.108 -2.227
S -3.270 1.343 -0.358
H 1.657 -1.894 1.049
H -2.972 -1.046 -0.918
H 2.303 0.383 -0.552
H 3.304 -0.237 0.736
H 2.237 1.103 0.879
H -2.195 2.102 -0.968

***

One molecule with the formula C3H6N2S2 at a distorted geometry, computed with ωB97M-V/def2-TZVPD.

Calculated values
Lowest unoccupied orbital energy ... -0.4 eV
Maximum force ... 7.6 eV/A
ΔE to the lowest compared entry with this formula, charge and spin ... 3.452 eV

Cartesian coordinates (Å):
C 2.184 0.497 -0.232
N 0.872 -0.223 -0.034
S 1.147 -1.916 0.062
C -0.389 0.399 0.007
N -1.306 -0.393 -0.105
C -2.669 0.085 0.230
S -3.959 -0.908 -0.156
H 2.919 -0.232 -0.803
H 1.952 1.585 -0.705
H 2.607 0.662 0.853
H -0.067 -2.301 -0.093
H -0.475 1.504 0.321
H -2.816 1.242 0.655

***

maximum force of number 1 (C3H6N2S2)? 3.4 eV/A